{"formula": "C33H40BrN3O5P2V", "method": "the ωB97M-V functional and the def2-TZVPD basis", "species": ["H", "C", "C", "C", "H", "H", "C", "C", "H", "C", "N", "H", "H", "C", "H", "H", "N", "O", "H", "C", "C", "H", "H", "C", "N", "H", "O", "C", "P", "C", "P", "H", "C", "H", "C", "H", "H", "H", "H", "H", "H", "H", "H", "H", "Br", "H", "H", "H", "O", "C", "O", "H", "C", "C", "H", "C", "H", "C", "C", "C", "H", "O", "C", "H", "V", "C", "H", "H", "C", "C", "C", "H", "H", "C", "H", "C", "C", "H", "C", "C", "H", "H", "C", "H", "C"], "coordinates": [[3.26280, 2.19160, -1.37897], [-6.70322, -2.03700, 1.91626], [-1.90978, 1.87213, -2.75460], [1.57258, -2.22915, 4.19225], [1.20401, -0.36820, -5.06652], [0.79768, -4.49216, 1.80860], [3.21537, -0.91676, 1.61507], [1.96500, 0.38725, -4.86623], [-1.60226, 1.15116, -3.50971], [-2.48239, 3.11143, -3.34998], [1.22959, 0.84801, -2.68058], [-0.14095, 2.69813, 1.03275], [-3.50859, 2.87618, -3.67138], [-0.42352, -3.94989, 0.09859], [1.09592, -0.62496, 7.06861], [2.04516, 3.10594, 2.65982], [-0.72246, 2.34112, -2.03740], [-2.82992, -0.83464, -0.73677], [5.20101, -0.22602, 1.59191], [2.63793, 2.73018, -0.65504], [3.19005, 2.76539, 0.75666], [-7.43814, -2.27411, -1.38429], [-4.77195, -1.37605, 2.65720], [0.77216, -1.44008, 3.39868], [1.25976, 2.10291, -0.39888], [6.01083, -1.89600, 0.01058], [-2.61408, -1.15853, 1.33213], [1.35695, 1.47553, -4.00307], [0.58887, -1.89187, 1.67132], [2.91021, -0.24011, -3.86099], [0.35457, 1.30581, -1.46248], [2.04378, -3.05804, 3.66031], [0.05647, -0.35797, 3.95312], [1.71508, 4.19563, 1.37995], [0.12317, -0.13166, 5.28098], [-0.41510, 0.77525, 5.65940], [-2.57604, 1.39935, -2.04003], [0.93546, 1.32627, 1.54514], [-0.06917, 4.31734, -2.34566], [2.20295, -2.64568, 6.18526], [4.30439, -3.21296, -1.27252], [1.45206, -1.23041, -2.68615], [-0.87097, -3.68396, 2.20305], [1.93898, -3.12242, -0.64617], [-7.63497, -1.95947, 3.61528], [2.96715, -0.27800, 2.49321], [1.93699, 2.38750, -3.95482], [2.59439, -0.40995, -1.68240], [-0.27550, 0.01276, -0.94897], [-3.40478, -1.10387, 0.35869], [-0.21572, -4.96359, -0.48776], [-0.62707, 0.22192, 3.31671], [4.94748, -1.80670, 0.20168], [3.97331, -2.51573, -0.48956], [-3.01884, 3.87117, -1.34312], [0.97621, -0.94011, 6.05915], [4.00049, 3.50796, 0.89254], [1.62338, -2.02774, 5.54227], [0.86227, 2.26479, 1.00979], [1.95319, 3.19368, 1.57413], [-5.12450, -1.79691, -1.55933], [-1.10112, -2.95093, -0.48602], [-2.31057, 4.09547, -2.18872], [2.33311, 0.74482, -5.83414], [-1.07529, -1.22993, 0.10129], [-5.37022, -1.59761, 1.76922], [0.38745, 1.82520, -4.37599], [3.70251, 0.41025, -3.61383], [-7.56066, -2.20274, 0.81670], [0.02902, -3.72019, 1.58067], [-4.82502, -1.47288, 0.48528], [-8.63144, -2.43212, 1.01265], [-2.29614, 5.15470, -2.42854], [2.63073, -2.50839, -0.08633], [-1.91576, 3.46908, -4.20455], [-0.84181, 3.77590, -1.74657], [-5.60668, -1.76866, -0.60902], [-0.71094, 4.00535, -0.70142], [2.03989, -0.33755, -2.62891], [-6.95397, -2.06523, -0.43419], [3.33872, -1.21274, -4.05861], [2.49167, 3.72477, -1.07823], [2.25965, -1.79822, 1.04578], [3.58144, 1.76990, 1.04020], [4.50769, -0.91394, 1.15559]], "s_squared": 2.010, "total_energy_ha": -6022.66885, "homo_lumo_gap_ha": [0.3156, 0.3267], "homo_ev": [-11.27, -11.28], "spin_multiplicity": 3, "total_charge": 1}


{"formula": "C33H40CdGeN11OSSe3", "method": "the ωB97M-V functional and the def2-TZVPD basis", "species": ["N", "C", "O", "Se", "Ge", "H", "N", "H", "N", "C", "H", "H", "H", "C", "C", "H", "N", "H", "C", "H", "H", "N", "N", "C", "Se", "H", "C", "C", "H", "H", "C", "C", "H", "H", "C", "H", "N", "H", "H", "C", "H", "H", "C", "C", "C", "H", "C", "C", "C", "S", "H", "C", "N", "H", "H", "H", "H", "C", "N", "H", "C", "H", "H", "C", "C", "H", "H", "C", "Se", "H", "C", "N", "H", "Cd", "C", "N", "C", "H", "C", "H", "H", "C", "C", "C", "C", "H", "H", "H", "H", "H", "C"], "coordinates": [[-2.77297, 0.01467, -2.45697], [-2.52800, 1.49039, 5.75321], [-0.02175, -1.89444, 1.03392], [1.24978, 3.11121, 7.90596], [4.98148, 0.30383, -3.93774], [-4.62075, 0.74873, -3.22731], [-4.10131, 0.39957, 0.52197], [-4.02349, 0.72987, 2.86234], [-1.36989, 0.94564, -0.86282], [1.20607, -4.24496, 4.16461], [-2.77490, 3.06779, -4.34933], [1.18020, -3.51154, -3.37405], [3.22923, 2.26285, -3.87727], [-3.69097, 0.21995, -3.55023], [0.22117, -2.75744, 1.94423], [3.16380, -3.79896, 3.40221], [-4.01116, -2.89602, 1.90082], [3.69463, 0.33872, -6.21717], [6.84734, 0.06654, -3.29548], [-2.65884, 1.78549, 6.81557], [-0.08132, 3.34675, -3.11744], [0.60465, 0.47378, 2.21657], [-2.78357, -2.40582, 2.16529], [-3.53694, 1.25395, 4.86034], [2.16872, -1.20377, -2.77737], [0.51979, -2.17148, -4.43120], [1.41051, -2.60768, -4.00535], [-1.05311, 3.28086, -2.53411], [4.51598, 2.58902, -2.73156], [-1.65886, 4.06642, -2.99067], [1.87627, 0.58982, 1.73813], [-0.96780, 0.90190, 4.01654], [0.63105, 1.67266, -0.79069], [7.06592, 0.71040, -2.48264], [-3.22401, 0.83926, 3.57439], [-3.10962, -0.62225, -1.75328], [-1.67748, 2.03660, -2.91939], [3.54583, 2.08905, 4.30592], [0.04632, 4.09680, -0.95663], [-1.89659, 0.98773, -2.05373], [-2.63161, -3.40149, 3.95180], [-0.38612, 1.94602, 0.57588], [4.06046, -1.29675, -3.04504], [4.27539, 2.18282, -3.68992], [2.96148, 1.08099, 2.45278], [4.94449, -0.95208, -6.20125], [-0.41592, 1.98675, -0.51732], [2.77801, 1.54906, 3.71538], [-0.14104, 1.87980, 6.11052], [-3.11840, -2.63697, -0.62800], [-2.37640, 0.21072, -5.31998], [-2.07283, -2.92278, 3.12710], [-0.37693, 2.40586, 7.31824], [-0.85782, -4.46443, 4.78548], [5.35243, 0.76700, -6.43243], [2.30781, -2.74877, 1.29958], [-3.79925, 1.23714, -5.45008], [1.49670, 1.45386, 4.23762], [2.12252, 2.56526, 6.35722], [-5.86147, -2.73743, -0.56662], [1.62519, -3.10177, 2.09338], [4.90220, 2.67551, -4.45561], [6.96963, -0.97513, -2.92823], [-0.78189, 3.33903, -1.05196], [1.18972, 1.96817, 5.59236], [3.94186, 1.16379, 2.00560], [-1.34831, 2.19708, -4.98124], [4.70971, 0.08194, -5.88789], [-6.68936, -0.20624, -0.92853], [2.00563, 0.20436, 0.74142], [-1.22577, 1.37696, 5.29355], [-5.57257, -3.23330, 0.28254], [4.13775, -2.23804, -3.59420], [-1.86709, -0.56865, 0.83453], [-0.14845, -4.07872, 4.03015], [-1.95936, 0.54318, 3.20899], [-2.22610, 2.10560, -4.26343], [-4.04495, -0.77678, -3.84665], [-4.31498, -2.89963, 0.59556], [-4.60644, 1.32650, 5.09916], [2.10425, -2.82637, -4.76690], [-5.13806, 0.18454, -0.00666], [-3.02710, 0.89461, -4.74053], [0.41888, 0.90516, 3.45929], [2.09593, -3.75456, 3.19119], [-1.59678, 3.78509, -0.48461], [1.54064, -4.75642, 5.06564], [7.61702, 0.23784, -4.07842], [4.46129, -1.43752, -2.06184], [-6.31420, -3.22298, 1.00991], [-0.71519, -3.32373, 3.00288]], "total_energy_ha": -11806.22640, "homo_lumo_gap_ha": 0.1512, "homo_ev": -3.30, "total_charge": -1}


{"formula": "C33H40ClIN3O3Si2TcTe", "method": "the ωB97M-V functional and the def2-TZVPD basis", "species": ["Te", "C", "H", "C", "C", "H", "C", "C", "C", "N", "H", "C", "N", "I", "H", "C", "H", "C", "H", "C", "Cl", "C", "C", "C", "H", "C", "H", "H", "C", "C", "H", "C", "O", "H", "H", "H", "H", "Si", "O", "H", "H", "H", "C", "C", "H", "Tc", "C", "H", "C", "H", "C", "C", "H", "H", "C", "H", "H", "H", "C", "H", "C", "H", "O", "H", "H", "H", "N", "C", "H", "C", "H", "C", "Si", "C", "H", "C", "H", "C", "H", "H", "H", "H", "H", "C", "H"], "coordinates": [[2.49845, -0.44765, 1.72880], [-2.62886, 2.15394, 1.82237], [3.90104, 1.58884, 0.71057], [4.55454, -4.16793, 4.25804], [0.43102, 2.39319, -3.57689], [3.61762, -4.44715, 4.74534], [-1.92929, 2.64822, -2.18353], [-0.82726, -2.24437, 1.08972], [-6.15128, 2.16774, -0.45412], [-0.89989, -0.97163, 1.31013], [-0.91970, -4.95339, -3.44905], [-0.84782, -4.31818, -0.14890], [-1.54310, 1.50948, 1.56717], [3.85290, -0.53251, -1.67085], [3.43159, -4.88309, 1.21708], [2.37358, 0.77147, -2.36068], [5.06704, -5.09212, 3.97624], [-0.72188, 1.03355, 2.68756], [-0.74825, -2.89724, 1.95914], [2.99827, -3.97329, 1.64171], [1.98857, 2.85940, -5.76348], [1.88176, 3.45810, 1.98187], [-0.90127, -0.48214, 2.70726], [1.66217, 2.14051, -4.22536], [-2.59268, 3.92352, -3.77103], [-4.77372, 3.18765, 1.21001], [2.10370, -4.26954, 2.19984], [-2.75330, 2.56715, 2.82342], [-1.77914, 3.31955, -3.39661], [-5.18213, 1.22759, -0.71625], [-1.02556, 1.47530, 3.63664], [-0.61561, 3.17270, -4.10600], [0.95234, 0.64050, -0.39592], [4.39523, 4.61064, 3.80656], [3.48795, 1.07701, -4.18246], [3.62460, 1.53569, 5.09858], [5.56251, 3.30056, 3.63296], [4.23315, -3.09942, 2.75647], [-0.87370, -0.91962, -1.55668], [5.17908, -3.65610, 4.99354], [6.46451, -2.06003, 2.42370], [1.16973, 3.91852, 2.67319], [3.85421, 1.20813, 1.73376], [3.48274, -1.46795, 3.35548], [4.25729, -0.81500, 3.76148], [-1.09197, 0.44164, -0.13976], [2.58075, 1.31854, -3.64694], [5.54120, -2.08567, 0.91286], [-0.89365, -3.01012, -2.58558], [-0.90645, -2.48563, -3.53228], [4.70928, 3.78830, 3.15709], [-0.87630, -5.05515, -1.29774], [0.32405, 1.26531, 2.49521], [-7.09009, 2.12856, -0.99153], [-3.95254, 1.26094, -0.04505], [-0.49280, 3.63643, -5.07537], [-4.61069, 3.93361, 1.97964], [-0.82270, -4.81507, 0.81424], [-0.85625, -2.90306, -0.17153], [2.27999, 4.25505, 1.34855], [-3.75333, 2.25378, 0.94241], [-5.32643, 0.45340, -1.45856], [-3.04893, 0.33560, -0.32573], [5.05245, 4.22603, 2.21685], [-0.09971, -0.94578, 3.28144], [6.32795, -3.55316, 1.49914], [-0.97163, 1.89248, -1.66985], [-5.94983, 3.16729, 0.50912], [2.68973, -3.33763, 0.80881], [-0.89906, -4.38222, -2.52992], [-1.86068, -0.74151, 3.16289], [1.22328, 1.03895, -1.64463], [3.29473, 2.59853, 2.88327], [5.78464, -2.65761, 1.81228], [-0.87461, -6.13507, -1.26051], [-0.88422, -2.23177, -1.41975], [2.25273, 2.63761, 5.14247], [0.22615, 1.79489, -2.32195], [4.83558, 0.81068, 1.99768], [-2.85758, 2.71112, -1.63352], [2.75975, -1.66455, 4.15190], [1.33570, 2.76603, 1.33406], [2.08187, 1.03542, 4.40764], [2.75775, 1.88388, 4.53130], [-6.71992, 3.89931, 0.70681]], "s_squared": 3.767, "total_energy_ha": -3357.08179, "homo_lumo_gap_ha": [0.2651, 0.1448], "homo_ev": [-9.63, -9.42], "spin_multiplicity": 4, "total_charge": 1}


We obtain relative energy (zero: lowest compared OMol25 entry of this formula, charge and spin) values of 0.0; 0.0; 20.7 kcal/mol for the records listed above, in that order.